(1)
Entry from the Open Molecules 2025 dataset: 2 unconnected molecules or ions with the total composition CH4S3 at a distorted geometry (ωB97M-V/def2-TZVPD).

The geometry in XYZ format:
```
8
CH4S3 ωB97M-V/def2-TZVPD
C -0.663 0.121 -0.601
S -1.898 1.319 -0.543
S -0.680 -1.249 0.278
S 2.389 -0.271 -0.083
H 0.191 0.568 -1.238
H -2.619 0.786 0.479
H 1.231 -1.211 0.373
H 2.049 -0.063 1.335
```

Results
LUMO level ... -0.922 eV
Total charge ... 0
HOMO-LUMO gap ... 7.9 eV
ΔE to the lowest compared entry with this formula, charge and spin ... 47.66 kcal per mole
HOMO energy ... -8.86 eV



(2)
Entry from the Open Molecules 2025 dataset: a molecular structure, C32H39AsNOPRhSSi (ωB97M-V/def2-TZVPD).

The geometry in XYZ format:
```
78
C32H39AsNOPRhSSi ωB97M-V/def2-TZVPD
Rh 0.109 0.710 -0.148
O -1.682 -0.835 -0.052
N -2.872 -0.371 0.165
C -3.943 -1.298 0.143
C -5.205 -0.857 0.210
C -5.510 0.547 0.282
C -4.457 1.450 0.248
C -3.134 1.062 0.177
S -1.811 2.131 0.091
H -3.629 -2.327 0.090
H -6.000 -1.590 0.209
H -6.532 0.883 0.335
H -4.644 2.514 0.277
C -0.974 -0.291 3.310
P 0.382 -0.120 2.105
C 1.332 -1.660 2.262
C 1.816 -2.263 1.105
C 2.561 -3.431 1.184
C 2.825 -4.004 2.419
C 2.346 -3.408 3.580
C 1.606 -2.241 3.501
C 1.454 1.173 2.799
C 0.920 2.459 2.897
C 1.710 3.514 3.324
C 3.043 3.297 3.643
C 3.582 2.024 3.533
C 2.793 0.964 3.111
H -0.590 -0.353 4.328
H -1.553 -1.184 3.077
H -1.629 0.577 3.226
H 1.618 -1.806 0.141
H 2.937 -3.891 0.280
H 3.405 -4.915 2.481
H 2.556 -3.850 4.545
H 1.249 -1.777 4.412
H -0.113 2.642 2.618
H 1.287 4.508 3.394
H 3.663 4.122 3.969
H 4.624 1.854 3.773
H 3.230 -0.020 3.006
C -1.293 1.059 -3.486
As -0.230 -0.334 -2.640
C -1.210 -1.897 -3.265
C 1.390 -0.372 -3.758
C 1.134 -0.387 -5.228
C 0.973 -1.588 -5.917
C 0.708 -1.598 -7.278
C 0.599 -0.405 -7.976
C 0.761 0.797 -7.303
C 1.026 0.805 -5.942
H -1.376 0.884 -4.559
H -0.837 2.030 -3.296
H -2.282 1.049 -3.027
H -1.317 -1.860 -4.349
H -2.192 -1.885 -2.793
H -0.693 -2.810 -2.974
H 1.949 -1.254 -3.437
H 1.963 0.501 -3.442
H 1.064 -2.525 -5.379
H 0.591 -2.541 -7.795
H 0.396 -0.411 -9.038
H 0.686 1.734 -7.839
H 1.155 1.747 -5.422
C 5.585 -0.257 0.663
Si 5.054 0.773 -0.813
C 5.877 2.452 -0.745
C 5.513 -0.123 -2.394
C 3.239 0.988 -0.765
C 2.022 1.122 -0.737
H 6.603 -0.624 0.530
H 4.926 -1.119 0.791
H 5.554 0.327 1.582
H 6.962 2.356 -0.683
H 5.532 3.008 0.128
H 5.636 3.040 -1.631
H 6.595 -0.207 -2.507
H 5.120 0.403 -3.265
H 5.095 -1.130 -2.396
```

Results
LUMO level (alpha / beta) ... 0.638 / -1.751 eV
Total charge ... 0
HOMO-LUMO gap (alpha / beta) ... 5.9 / 6.1 eV
Spin multiplicity ... 6
Expectation value of S² ... 8.791
HOMO energy (alpha / beta) ... -5.21 / -7.83 eV



(3)
Entry from the Open Molecules 2025 dataset: C6H14N2 in the gas phase at a distorted geometry (ωB97M-V/def2-TZVPD).

The geometry in XYZ format:
```
22
C6H14N2 ωB97M-V/def2-TZVPD
C 1.194 2.387 -0.679
C 0.154 1.261 -0.899
C -0.015 0.450 0.378
C -0.974 -0.712 0.266
C -2.174 -0.536 -0.294
C 0.509 -2.154 1.719
N -0.656 -1.893 0.920
N 0.606 0.451 -2.013
H 2.180 2.105 -1.050
H 0.901 3.296 -1.208
H 1.235 2.647 0.379
H -0.732 1.792 -1.248
H 0.983 0.161 0.700
H -0.352 0.996 1.264
H -2.947 -1.292 -0.255
H -2.370 0.413 -0.764
H 1.167 -2.903 1.270
H 0.184 -2.508 2.698
H 1.144 -1.333 2.054
H -1.459 -2.479 1.063
H -0.093 -0.172 -2.386
H 1.512 0.021 -1.917
```

Results
LUMO level ... 0.960 eV
Total charge ... 0
HOMO-LUMO gap ... 8.6 eV
ΔE to the lowest compared entry with this formula, charge and spin ... 29.51 kcal per mole
HOMO energy ... -7.65 eV



(4)
Entry from the Open Molecules 2025 dataset: 2 unconnected molecules or ions with the total composition C3H8NO2 at a distorted geometry (ωB97M-V/def2-TZVPD).

The geometry in XYZ format:
```
14
C3H8NO2 ωB97M-V/def2-TZVPD
N 1.006 -1.578 -2.223
C 1.280 -0.350 -1.284
O 0.615 -0.528 -0.082
H -0.017 -1.628 -2.221
H 1.297 -2.376 -1.659
H 2.369 -0.381 -1.106
H 1.062 0.496 -1.916
O -2.889 0.516 1.319
C -1.726 0.438 1.717
C -0.618 1.325 1.378
H -1.510 -0.322 2.474
H -0.030 0.600 0.509
H 0.117 1.523 2.180
H -0.956 2.267 0.914
```

Results
LUMO level ... 4.365 eV
Total charge ... -1
HOMO-LUMO gap ... 7.8 eV
ΔE to the lowest compared entry with this formula, charge and spin ... 60.79 kcal per mole
HOMO energy ... -3.46 eV



(5)
Entry from the Open Molecules 2025 dataset: C26H33N3O3 in the gas phase (ωB97M-V/def2-TZVPD).

The geometry in XYZ format:
```
65
C26H33N3O3 ωB97M-V/def2-TZVPD
C 7.560 -2.650 1.353
C 7.021 -1.300 0.984
C 5.685 -1.135 0.668
C 5.157 0.111 0.310
C 6.027 1.204 0.298
C 7.361 1.044 0.624
C 7.867 -0.196 0.959
H 8.912 -0.313 1.206
H 8.015 1.904 0.605
H 5.677 2.186 0.023
N 3.804 0.242 0.037
C 3.075 -0.767 -0.698
C 1.674 -0.928 -0.105
N 1.000 0.355 -0.102
C -0.079 0.546 -0.891
O -0.510 -0.353 -1.598
C -0.729 1.921 -0.852
H -0.095 2.616 -1.408
C -2.135 1.896 -1.460
C -3.136 1.430 -0.408
O -3.261 2.079 0.613
N -3.898 0.331 -0.673
C -4.996 -0.017 0.154
C -5.836 0.954 0.688
C -6.949 0.616 1.441
C -7.236 -0.729 1.640
C -6.423 -1.707 1.107
C -5.297 -1.367 0.366
O -4.546 -2.395 -0.126
C -3.330 -2.015 -0.741
C -2.840 -3.174 -1.594
H -2.749 -4.067 -0.982
H -1.872 -2.924 -2.017
H -3.547 -3.372 -2.395
C -3.532 -0.742 -1.572
H -2.598 -0.533 -2.084
H -4.338 -0.905 -2.297
H -2.587 -1.791 0.042
H -6.634 -2.754 1.254
H -8.103 -1.014 2.218
C -7.840 1.686 1.996
H -7.269 2.583 2.221
H -8.335 1.345 2.902
H -8.610 1.948 1.269
H -5.605 1.992 0.517
H -2.427 2.921 -1.699
H -2.147 1.312 -2.376
H -0.818 2.271 0.178
C 1.733 1.346 0.645
H 1.216 2.302 0.647
C 3.150 1.532 0.060
H 3.701 2.170 0.757
C 3.083 2.220 -1.311
H 4.061 2.206 -1.786
H 2.375 1.716 -1.964
H 2.769 3.254 -1.192
H 1.826 0.995 1.680
H 1.080 -1.623 -0.699
H 1.745 -1.289 0.927
H 3.603 -1.717 -0.659
H 2.980 -0.481 -1.756
H 5.035 -1.996 0.725
H 6.758 -3.374 1.473
H 8.124 -2.595 2.282
H 8.235 -3.009 0.576
```

Results
LUMO level ... 0.593 eV
Total charge ... 0
HOMO-LUMO gap ... 8.4 eV
ΔE to the lowest compared entry with this formula, charge and spin ... 13.43 kcal per mole
HOMO energy ... -7.81 eV



(6)
Entry from the Open Molecules 2025 dataset: 2 unconnected molecules or ions with the total composition C4H13N3O at a distorted geometry (ωB97M-V/def2-TZVPD).

The geometry in XYZ format:
```
21
C4H13N3O ωB97M-V/def2-TZVPD
C 0.930 -1.880 0.117
C -1.846 -0.689 0.461
N 0.254 -0.966 -0.779
C -0.615 -0.010 -0.125
N 1.188 -0.405 -1.682
N -0.965 1.026 -1.041
H 0.662 -0.030 -2.466
H 1.704 0.370 -1.256
H -1.880 1.406 -0.834
H 1.491 -1.357 0.910
H 0.208 -2.553 0.577
H 1.626 -2.463 -0.481
H -1.575 -1.418 1.219
H -2.497 0.056 0.917
H -2.385 -1.192 -0.339
C 0.965 1.903 1.241
O 0.776 2.629 0.277
H -0.293 1.797 -1.000
H 0.383 2.005 2.172
H 1.880 1.297 1.342
H -0.013 0.473 0.771
```

Results
LUMO level ... 0.553 eV
Total charge ... 0
HOMO-LUMO gap ... 9.1 eV
ΔE to the lowest compared entry with this formula, charge and spin ... 76.43 kcal per mole
HOMO energy ... -8.52 eV



(7)
Entry from the Open Molecules 2025 dataset: 12 unconnected molecules or ions with the total composition C42H99N10O18 at a distorted geometry (ωB97M-V/def2-TZVPD).

The geometry in XYZ format:
```
169
C42H99N10O18 ωB97M-V/def2-TZVPD
N 2.321 4.884 1.022
H 2.150 4.772 0.033
H 2.785 4.081 1.422
H 1.398 4.919 1.430
H 3.003 5.611 1.187
N -0.753 -1.778 4.705
H -0.079 -2.527 4.635
H -0.336 -0.876 4.884
H -1.433 -1.914 5.439
H -1.312 -1.670 3.870
N -3.925 -1.057 1.721
H -3.599 -1.985 1.492
H -3.625 -0.931 2.677
H -4.905 -0.910 1.524
H -3.504 -0.351 1.133
N 1.733 2.545 4.627
H 2.313 2.167 3.892
H 1.342 3.315 4.103
H 2.153 2.821 5.503
H 1.039 1.865 4.904
N -2.639 3.494 0.340
H -2.930 3.993 -0.489
H -1.859 3.959 0.781
H -2.363 2.577 0.018
H -3.369 3.401 1.032
C -5.856 1.839 1.423
C -5.528 3.075 2.188
C -6.434 3.229 3.615
O -6.072 4.115 4.446
C -7.509 2.301 3.843
C -7.690 1.260 3.068
C -6.826 0.967 1.837
O -6.730 -0.128 1.222
O -8.790 0.572 3.312
O -4.635 3.842 1.970
H -5.207 1.521 0.620
H -8.125 2.663 4.653
C -0.401 1.547 -0.276
C -1.167 0.671 0.650
C -0.328 -0.127 1.688
O -0.775 -1.167 2.139
C 0.959 0.298 2.044
C 1.549 1.245 1.305
C 0.913 1.796 0.011
O 1.519 2.386 -0.932
O 2.639 1.704 1.834
O -2.421 0.692 0.659
H -0.892 1.944 -1.152
H 1.324 0.060 3.032
C -5.115 -1.711 -1.273
O -4.340 -2.755 -0.595
C -2.992 -2.774 -0.840
C -2.163 -3.729 0.022
N -2.417 -3.508 1.492
C -1.893 -4.601 2.318
C -0.338 -4.457 2.303
O 0.205 -5.549 1.619
C 1.626 -5.506 1.615
H -4.638 -0.765 -1.014
H -6.124 -1.574 -0.884
H -5.255 -1.943 -2.329
H -2.621 -1.792 -0.544
H -2.713 -2.990 -1.872
H -1.100 -3.534 -0.118
H -2.496 -4.738 -0.222
H -1.797 -2.729 1.661
H -2.313 -5.550 1.986
H -2.255 -4.402 3.327
H 0.033 -4.713 3.296
H 0.017 -3.474 1.995
H 1.894 -6.092 0.735
H 1.996 -5.951 2.538
H 2.146 -4.556 1.489
C 4.905 0.289 -10.717
O 4.539 1.468 -10.012
C 3.103 1.810 -10.104
C 2.031 1.003 -9.411
N 1.816 1.267 -8.067
C 3.016 1.152 -7.250
C 2.519 1.271 -5.797
O 2.375 2.574 -5.463
C 2.103 2.828 -4.085
H 4.243 -0.533 -10.442
H 5.902 -0.049 -10.434
H 4.758 0.409 -11.790
H 2.887 2.079 -11.138
H 3.127 2.735 -9.527
H 1.962 -0.076 -9.553
H 1.119 1.361 -9.889
H 1.524 2.211 -7.859
H 3.672 2.021 -7.307
H 3.577 0.224 -7.358
H 3.249 0.764 -5.166
H 1.544 0.798 -5.677
H 1.093 2.550 -3.781
H 2.100 3.918 -4.105
H 2.709 2.286 -3.359
C 4.506 -1.093 4.452
O 3.185 -1.079 4.868
C 2.515 -2.159 4.285
C 2.197 -3.080 5.475
N 1.099 -3.961 5.210
C 1.037 -4.882 6.313
C 0.028 -5.927 6.003
O 0.571 -6.708 5.027
C -0.344 -7.691 4.544
H 4.936 -0.198 4.903
H 4.661 -1.016 3.376
H 4.847 -2.062 4.815
H 2.975 -2.650 3.427
H 1.538 -1.905 3.876
H 1.831 -2.466 6.298
H 3.143 -3.599 5.633
H 1.334 -4.637 4.498
H 0.976 -4.411 7.294
H 2.017 -5.357 6.291
H -0.895 -5.366 5.849
H -0.119 -6.619 6.832
H -1.305 -7.236 4.302
H -0.532 -8.557 5.180
H 0.019 -8.129 3.614
C -0.101 -0.831 -2.673
O 0.534 -2.029 -2.123
C 1.879 -2.291 -2.463
C 2.762 -1.293 -1.672
N 3.962 -1.918 -1.250
C 3.729 -2.714 0.030
C 5.099 -3.210 0.617
O 5.804 -2.274 1.422
C 7.084 -2.724 1.829
H -0.156 -1.011 -3.747
H 0.432 0.109 -2.528
H -1.124 -0.621 -2.364
H 2.026 -2.259 -3.543
H 2.199 -3.281 -2.139
H 2.135 -0.984 -0.836
H 3.101 -0.464 -2.294
H 4.530 -1.172 -0.874
H 3.071 -3.538 -0.248
H 3.206 -2.295 0.889
H 5.630 -3.536 -0.278
H 4.740 -4.114 1.109
H 6.934 -3.535 2.541
H 7.530 -1.939 2.440
H 7.753 -3.171 1.093
C -3.752 7.018 1.228
O -3.319 8.185 0.471
C -2.160 7.914 -0.313
C -2.281 6.997 -1.557
N -1.691 5.660 -1.395
C -1.065 4.910 -2.507
C -2.085 4.204 -3.442
O -2.668 3.124 -2.636
C -3.099 1.991 -3.432
H -4.572 7.285 1.895
H -2.916 6.674 1.836
H -4.025 6.208 0.551
H -1.395 7.492 0.339
H -1.655 8.836 -0.599
H -1.731 7.581 -2.294
H -3.241 7.030 -2.071
H -1.197 5.529 -0.523
H -0.375 4.149 -2.143
H -0.352 5.483 -3.100
H -1.508 3.867 -4.302
H -2.732 4.973 -3.864
H -3.799 2.390 -4.166
H -3.442 1.164 -2.810
H -2.262 1.544 -3.968
```

Results
LUMO level ... -6.700 eV
Total charge ... +2
HOMO-LUMO gap ... 4.4 eV
Spin multiplicity ... 2
Expectation value of S² ... 0.804
HOMO energy ... -11.13 eV



(8)
Entry from the Open Molecules 2025 dataset: 2 unconnected molecules or ions with the total composition C2H6O at a distorted geometry (ωB97M-V/def2-TZVPD).

The geometry in XYZ format:
```
9
C2H6O ωB97M-V/def2-TZVPD
C 1.346 -0.228 0.627
C 0.094 0.174 0.658
H 1.926 -0.814 1.357
H 2.224 -0.215 -0.026
H -0.695 -0.030 1.366
H -0.185 1.011 0.023
H -2.030 0.331 -0.822
H -0.863 -0.168 -1.506
O -1.818 -0.061 -1.678
```

Results
LUMO level ... 0.998 eV
Total charge ... 0
HOMO-LUMO gap ... 11.5 eV
ΔE to the lowest compared entry with this formula, charge and spin ... 36.62 kcal per mole
HOMO energy ... -10.53 eV